Density functional theory data (ωB97M-V/def2-TZVPD) for a structure of composition C3H2Cl2ErIrO4.

Properties
maximum force: 0.237 hartree/bohr
gap between HOMO and LUMO (alpha / beta): 8.69 / 6.44 eV
<S²>: 15.769
energy above the lowest of the compared OMol25 structures with the same formula, charge and spin: 0.102 eV
net charge: +4
HOMO energy (alpha / beta): -0.99675 / -1.04533 Ha
DFT total energy: -2454.1517 Eh
spin multiplicity: 8

```
13
Properties=species:S:1:pos:R:3:forces:R:3:lowdin_charge:R:1
Ir -0.250070 -0.525363 -1.993722 -3.47 -0.73 -0.19 1.2144
Er -0.992783 0.655018 0.450534 -0.84 -1.99 2.08 1.0883
Cl -1.730013 -1.772999 -0.576774 0.26 1.28 -0.56 0.3208
Cl -1.795196 2.697166 1.503183 -1.06 2.40 1.12 0.6562
C 1.279622 1.481804 0.897542 5.97 1.21 1.87 0.0216
C 0.813257 -2.052361 -1.936523 6.54 -10.26 -0.12 -0.2098
C 0.506042 0.988170 -2.777677 3.27 8.05 -4.28 -0.2159
O 2.354922 1.716968 1.242416 -5.09 -0.99 -1.67 0.2826
O 1.426708 -3.046254 -1.871156 -3.24 5.57 -0.31 0.3367
O 0.989499 1.922372 -3.292508 -2.32 -4.93 2.61 0.3166
O -0.880099 -0.503678 2.442244 0.05 0.52 -0.78 -0.1086
H -0.837244 -1.476037 2.580793 -0.04 0.22 0.22 0.1466
H -0.884644 -0.084803 3.331652 -0.03 -0.33 0.03 0.1505
```
Positions in Å, forces in eV/Å.